A) Molecular formula: C4H6O
Method: DFT, wB97M-V/def2-TZVPD

Each line ends with the Löwdin charge.
Element x y z (Å)
C: -0.62640 -0.56815 -0.88782  -0.003
C: 0.65537 -0.56141 -0.06024  -0.316
C: 0.60729 0.90822 0.29182  -0.083
C: -0.79016 0.30864 0.54057  -0.191
O: -0.17244 -0.87958 1.11680  -0.111
H: -0.82324 -0.02585 -1.81204  0.089
H: -0.88907 -1.64489 -1.01422  0.113
H: 1.54228 -1.18117 -0.15801  0.139
H: 1.16382 1.14197 1.20556  0.112
H: 0.77618 1.65178 -0.49146  0.109
H: -1.44362 0.85043 1.26905  0.143

As for the HOMO energy: -9.3769 eV. Its molar mass is 70.091 g mol⁻¹.



B) Molecular formula: C4H6O
Method: DFT, wB97M-V/def2-TZVPD

Each line ends with the Löwdin charge.
Element x y z (Å)
C: 0.20265 -0.63924 1.42755  -0.064
C: 0.39603 0.17254 0.26944  -0.250
C: 0.62517 1.21780 -0.44200  0.079
C: -0.51318 0.38807 -0.86125  -0.380
O: -0.47969 -0.24643 -2.08518  -0.023
H: -0.82979 -0.96055 1.34388  0.074
H: 0.24801 -0.06745 2.43694  0.116
H: 0.90652 -1.54093 1.43326  0.105
H: 1.27845 1.98336 -0.76511  0.094
H: -1.59783 0.86268 -0.72665  0.167
H: -0.23633 -1.16987 -2.03088  0.083

As for the HOMO energy: -9.2946 eV. Its molar mass is 70.091 g mol⁻¹. The SMILES is CC1=C[C@H]1O.



Stability comparison, relative energies in eV: A) 0.499; B) 0.000



A) Molecular formula: C4H6O
Method: DFT, wB97M-V/def2-TZVPD

Each line ends with the Löwdin charge.
Element x y z (Å)
C: 0.80962 0.30986 1.11337  -0.120
O: 1.10618 0.37843 -0.24241  -0.158
C: -0.03962 0.33779 -1.04542  -0.229
C: -0.98151 -0.75368 -0.56648  -0.234
C: -1.05996 -1.34084 0.60301  0.147
H: 1.74641 0.26159 1.66831  0.108
H: 0.17791 1.14007 1.45992  0.111
H: 0.29570 0.15081 -2.07050  0.126
H: -0.57437 1.30312 -1.03417  0.128
H: -1.73801 -1.13817 -1.25169  0.103
H: 0.25764 -0.64900 1.36606  0.019

As for the HOMO energy: -10.0627 eV. Its molar mass is 70.091 g mol⁻¹.



B) Molecular formula: C4H6O
Method: DFT, wB97M-V/def2-TZVPD

Each line ends with the Löwdin charge.
Element x y z (Å)
O: 1.68640 -0.80512 -1.38135  -0.058
C: 0.84820 0.17563 -0.81283  -0.262
C: -0.37262 -0.44839 -0.19283  -0.095
C: -1.06630 0.12416 0.85252  -0.316
C: -1.36490 1.04103 1.73890  0.087
H: 2.01562 -1.35203 -0.65705  0.093
H: 1.35400 0.78275 -0.04483  0.127
H: 0.57491 0.85222 -1.63077  0.130
H: -1.89657 -0.02512 0.04018  0.170
H: -0.76352 -1.33753 -0.68387  0.113
H: -1.01521 0.99240 2.77193  0.012

As for the HOMO energy: -8.0593 eV. Its molar mass is 70.091 g mol⁻¹.



C) Molecular formula: C4H6O
Method: DFT, wB97M-V/def2-TZVPD

Each line ends with the Löwdin charge.
Element x y z (Å)
O: -2.16154 0.02804 0.64565  0.089
C: -1.11254 0.00472 0.05294  -0.448
C: -0.10088 1.12560 -0.18966  -0.078
C: 0.96312 0.03317 0.24882  -0.132
C: -0.09395 -1.09236 -0.10948  -0.096
H: 0.08182 1.32498 -1.25843  0.112
H: -0.46835 2.08117 0.23840  0.118
H: 1.28360 -0.11613 1.29465  0.109
H: 1.87018 -0.00128 -0.37212  0.097
H: -0.27157 -1.92658 0.57906  0.113
H: 0.00056 -1.46222 -1.13807  0.115

As for the HOMO energy: -9.5113 eV. Its molar mass is 70.091 g mol⁻¹. The SMILES is O=C1CCC1.



Stability comparison, relative energies in eV: A) 3.307; B) 4.500; C) 0.000